(1)
C5H9ClSi | ωB97M-V/def2-TZVPD

The value obtained for the energy above the lowest of the compared OMol25 structures with the same formula, charge and spin is 71.7 kcal/mol. Its spin multiplicity is 1. The value obtained for the total energy is -945.50977 Eh. The frontier orbital gap is 0.29258 hartree.

The geometry in XYZ format:
```
16
Properties=species:S:1:pos:R:3:forces:R:3:mulliken_charge:R:1
C -2.91973 -1.20716 0.36546 1.42 0.35 -1.72 -0.69
C 2.15637 2.12112 -0.68041 -2.17 0.00 1.44 -0.62
C -1.74660 -1.66737 -0.13986 1.10 -1.92 1.42 0.09
C 1.15275 1.78980 0.20668 1.49 0.33 0.04 -0.21
C -0.57953 -0.89592 -0.60047 1.83 2.49 1.08 -1.01
Si 1.15491 -0.00859 1.07015 -1.74 0.35 -3.69 0.61
Cl 2.79040 -1.01270 0.25713 -0.09 0.16 0.37 -0.27
H -3.75872 -1.85397 0.59624 0.26 0.16 0.31 0.28
H -3.03503 -0.11574 0.27599 -0.45 -0.53 0.27 0.24
H 2.21352 3.08599 -1.19877 -0.32 -0.31 0.30 0.25
H 2.93704 1.43840 -0.93462 0.36 -0.45 0.02 0.21
H -1.40351 -2.76082 -0.00125 -1.28 1.43 -0.40 0.20
H 0.36893 2.57334 0.45703 0.95 -1.19 -0.33 0.31
H -0.77638 0.11776 -1.03906 -0.05 -0.90 0.50 0.35
H 0.28660 -1.32815 -1.15375 -1.17 -0.28 0.43 0.37
H 1.15897 -0.27599 2.51950 -0.14 0.31 -0.04 -0.11
```
Forces are in eV/Å.

***

(2)
C11H24Cl3FK2LiN2O12P2 | ωB97M-V/def2-TZVPD

Its spin multiplicity is 1. The value obtained for the total energy is -4815.87416 Eh. The charge is +1. The frontier orbital gap is 0.13866 hartree.

The geometry in XYZ format:
```
58
Properties=species:S:1:pos:R:3:forces:R:3:mulliken_charge:R:1
O 0.76339 0.40174 -0.77848 -1.35 -10.60 0.58 -0.36
C 0.25199 -0.84562 -0.76503 1.06 4.59 0.77 -0.02
O 0.75643 -2.11261 -1.31896 -0.62 1.44 0.30 -0.35
C -0.20586 -3.22512 -1.29903 -0.51 0.44 0.98 -0.39
C -1.10214 -2.85617 0.05448 -0.09 0.33 -1.34 -0.17
C -1.23247 -1.20899 -0.09099 0.09 -0.80 0.04 0.64
P -2.47030 -0.89067 -1.51675 1.49 0.58 -0.62 -0.02
P -4.45645 -1.69655 -1.10316 -5.42 4.49 -0.02 0.90
O -5.60734 -0.57095 -1.04646 4.22 -4.81 -0.16 -0.65
O -4.88118 -2.68783 -2.51522 2.73 -0.57 3.38 -0.57
O -4.54102 -2.77471 0.26715 1.27 1.50 -0.58 -0.66
H -0.78539 -3.20235 -2.32621 0.74 0.09 2.28 0.26
H 0.24120 -4.32059 -1.20584 -0.19 2.71 -0.07 0.33
H -0.60506 -3.07039 1.09219 -0.75 -0.03 -2.23 0.17
H -2.05523 -3.51712 -0.12792 1.37 1.55 0.90 0.02
H -1.56631 -0.58546 0.85296 1.10 -1.30 -1.89 -0.02
H -2.63922 0.56508 -1.61271 -0.04 -0.93 0.73 0.13
H -4.05906 -3.27782 -2.61065 -1.36 1.38 -0.62 0.33
H -3.91980 -2.49925 1.00782 -1.02 0.05 -1.38 0.31
K -4.90734 -4.92111 -0.69307 -0.55 -1.10 -0.27 1.00
C -4.13761 0.91569 2.45735 -0.12 0.08 0.00 -0.25
O -4.22527 0.45386 1.12202 -0.11 -0.49 0.06 -0.38
H -3.10620 1.21049 2.66434 -0.28 -0.07 -0.11 -0.19
H -4.79445 1.77905 2.58924 0.10 0.00 0.24 0.30
H -4.42946 0.11458 3.14094 0.02 0.13 0.30 0.30
H -5.15103 0.19970 0.96767 0.38 0.23 -0.42 0.28
C 3.90000 2.59769 -1.06933 -0.22 -0.14 -0.22 -0.29
O 4.04825 1.31167 -1.64226 -0.14 -0.46 0.21 -0.54
H 4.83164 3.15358 -1.19814 -0.10 -0.17 -0.02 0.26
H 3.08830 3.12999 -1.57133 0.05 0.18 0.15 0.13
H 3.68118 2.49968 -0.00314 -0.03 0.27 0.16 0.11
H 3.20661 0.84229 -1.51272 0.29 0.28 -0.26 0.31
F -0.70734 1.74957 -1.07240 -2.26 1.11 -0.62 -0.79
C 0.81828 0.28451 2.67032 -0.91 1.07 -0.79 0.56
Cl 0.34499 -1.25321 3.41250 -2.58 -0.52 -1.00 -0.32
Cl -0.51722 1.44678 2.74168 0.76 -0.53 -0.01 -0.11
Cl 2.25837 0.94205 3.46608 -0.93 6.29 -2.94 -0.29
H 1.05889 0.10043 1.62015 -0.02 0.11 0.07 0.13
K 2.59266 -1.05378 4.40057 3.98 -6.25 4.44 0.90
C 6.55531 -4.37123 6.92672 0.01 -0.28 -0.26 -0.66
N 5.72746 -3.21140 7.35466 0.04 0.89 0.99 0.78
O 4.73297 -2.94265 6.67066 0.79 0.06 0.68 -0.50
O 6.09943 -2.60344 8.36521 -0.94 -0.95 -1.94 -0.46
H 6.11310 -4.80879 6.02916 0.04 0.20 0.26 0.30
H 7.56090 -3.99962 6.71940 -0.16 -0.06 0.20 0.29
H 6.55946 -5.09319 7.74585 0.10 0.23 -0.08 0.28
C -0.47685 4.84382 -2.75436 0.11 0.05 0.23 -0.57
C -1.18028 5.44470 -3.89990 0.01 0.15 -0.35 0.41
N -1.73602 5.91956 -4.80509 0.03 -1.36 0.74 -0.57
H -1.01634 5.01006 -1.81589 -0.13 0.03 -0.32 0.36
H -0.36096 3.76136 -2.87339 -0.06 0.08 -0.12 0.15
H 0.52643 5.26469 -2.62959 -0.21 0.01 -0.38 0.25
C 1.15716 3.02623 -6.62755 4.67 -1.21 -0.54 0.62
O 1.29036 3.49308 -5.47075 0.38 0.32 1.04 -0.74
O -0.10302 3.11565 -7.02831 -4.09 0.35 -0.81 -0.49
O 1.98446 2.51767 -7.41671 -1.05 0.60 0.96 -0.71
H -0.36566 3.53163 -6.18212 -0.41 0.13 -0.31 0.32
Li -2.80734 3.97370 -5.75561 0.79 0.64 0.03 0.93
```
Forces are in eV/Å.

***

(3)
C6H12 | ωB97M-V/def2-TZVPD

As for the SMILES: C=C[C@H](C)CC. The value obtained for the energy above the lowest of the compared OMol25 structures with the same formula, charge and spin is 50.0 kcal/mol. Its spin multiplicity is 1. The value obtained for the total energy is -235.73855 Eh. The frontier orbital gap is 0.39719 hartree.

The geometry in XYZ format:
```
18
Properties=species:S:1:pos:R:3:forces:R:3:mulliken_charge:R:1
C 1.20042 -1.02587 2.32396 -1.26 -2.70 -0.85 -0.68
C 0.66180 -0.07169 1.55265 -0.54 1.38 1.57 -0.39
C -0.29359 -0.07606 0.37376 0.60 1.60 -1.29 0.64
C -0.27371 -1.35206 -0.41491 0.66 -0.64 -1.28 -1.38
C 0.14996 1.16521 -0.59498 -4.50 0.95 1.29 -0.61
C -0.76645 1.31298 -1.84603 -0.28 -1.55 -0.68 -1.04
H 0.97440 -2.21516 2.14799 0.76 3.17 0.29 0.17
H 1.74261 -0.77577 3.24213 -0.08 -0.11 -0.55 0.28
H 0.79857 0.98113 1.95390 0.11 -1.18 -0.60 0.18
H -1.34423 0.05679 0.64971 0.19 0.49 0.56 0.28
H -0.86064 -2.10677 0.13195 0.85 -0.21 -0.06 0.33
H 0.85508 -1.57967 -0.56943 -2.09 -0.38 -0.06 0.30
H -0.85197 -1.26779 -1.40490 1.22 -0.11 1.40 0.36
H 1.09465 0.92080 -0.90871 2.61 0.01 -0.59 0.41
H 0.00781 2.19517 -0.09113 0.99 -1.78 -0.20 0.31
H -0.35359 2.00062 -2.63934 -0.45 -0.71 0.95 0.31
H -0.91688 0.28018 -2.28257 0.53 1.28 -0.13 0.22
H -1.82425 1.55793 -1.62405 0.68 0.49 0.23 0.31
```
Forces are in eV/Å.